This record from the OMol25 dataset describes C4H4S in the gas phase at a distorted geometry. The level of theory is ωB97M-V/def2-TZVPD.

Last column: Mulliken charge in e.
Geometry (Å):
C -1.2120 -1.9746 0.0144  0.115
C -0.2520 -1.2723 -0.1573  -0.301
C 0.8483 -0.1663 -0.0544  -0.022
C 0.1070 1.1271 -0.0496  -1.043
S 2.7877 0.4854 0.1878  -0.195
H -2.0532 -2.5977 0.1042  0.404
H 0.6872 1.9124 -0.5290  0.384
H -0.0321 1.4306 0.9936  0.313
H -0.8809 1.0554 -0.5097  0.344

Force components x, y, z for each atom (eV/Å):
C 0.524 0.304 -0.326
C 3.799 1.904 0.815
C 1.364 1.020 0.264
C -0.548 0.350 -0.348
S -4.662 -3.113 -0.660
H -0.437 -0.344 0.065
H -0.026 -0.033 0.108
H -0.030 -0.062 0.015
H 0.016 -0.025 0.067

* energy above the lowest of the compared OMol25 structures with the same formula, charge and spin: 5.446 eV
* DFT total energy: -552.7919 a.u.
* largest force on an atom: 5.6 eV/Å
* molecular weight: 84.14 Da
* structure (SMILES): C#CC(C)=S
* 2S+1: 1
* gap between HOMO and LUMO (alpha / beta): 6.836 / 7.213 eV

***

This record from the OMol25 dataset describes C4H4S in the gas phase at a distorted geometry. The level of theory is ωB97M-V/def2-TZVPD.

Last column: Mulliken charge in e.
Geometry (Å):
C -0.4786 0.7412 -1.1130  -0.173
C 0.6878 0.6029 -0.4180  -0.007
C -1.5300 -0.1299 -0.7544  0.031
C 0.9428 -0.2201 0.7533  -0.556
S -1.8507 -1.1919 0.3596  -0.277
H -0.7405 1.3342 -2.0130  0.341
H 1.2665 0.5412 1.4969  0.239
H 1.6776 -0.9005 0.6582  0.329
H 0.0250 -0.7771 1.0305  0.072

Force components x, y, z for each atom (eV/Å):
C 0.041 0.791 -1.740
C -1.617 -0.615 -0.513
C 0.443 -1.021 1.933
C -1.717 3.514 0.199
S -0.664 0.217 -0.820
H 1.087 0.030 0.793
H -0.339 -0.737 0.155
H 2.791 -2.253 -0.578
H -0.024 0.074 0.571

* energy above the lowest of the compared OMol25 structures with the same formula, charge and spin: 4.587 eV
* DFT total energy: -552.8234 a.u.
* largest force on an atom: 3.9 eV/Å
* molecular weight: 84.14 Da
* 2S+1: 1
* gap between HOMO and LUMO (alpha / beta): 8.413 / 7.019 eV

***

This record from the OMol25 dataset describes C4H4S in the gas phase at a distorted geometry. The level of theory is ωB97M-V/def2-TZVPD.

Last column: Mulliken charge in e.
Geometry (Å):
C 1.1046 -0.2104 -0.8721  -0.556
C -0.5883 -0.0382 0.3981  0.154
C -1.0404 1.0510 -0.1968  -0.472
C 0.6584 -0.8554 0.4116  -0.122
S -2.4634 -0.1936 0.0875  -0.054
H 1.4648 0.8962 -0.7024  0.129
H -0.8170 1.8624 -0.8211  0.416
H 0.4866 -1.8626 0.4279  0.274
H 1.1947 -0.6495 1.2673  0.231

Force components x, y, z for each atom (eV/Å):
C 0.741 0.301 0.103
C 0.621 -1.212 0.194
C -3.525 -0.488 1.606
C -0.089 2.544 -1.985
S 2.374 1.767 -0.761
H -0.658 -1.774 0.233
H -0.054 0.594 -1.023
H -0.762 -2.627 -0.473
H 1.352 0.895 2.106

* energy above the lowest of the compared OMol25 structures with the same formula, charge and spin: 3.896 eV
* DFT total energy: -552.6593 a.u.
* largest force on an atom: 3.9 eV/Å
* molecular weight: 84.14 Da
* 2S+1: 3
* gap between HOMO and LUMO (alpha / beta): 6.439 / 5.179 eV